# 1
Molecular formula: C17H19N
Method: DFT, ωB97M-V/def2-TZVPD

As for the frontier orbital gap (spin up / spin down): 2.33 / 7.91 eV. For the LUMO energy (spin up / spin down), the calculation gives 3.2668 / 3.1495 eV. The total charge is -1. Its spin multiplicity is 2. The calculation puts the HOMO energy (spin up / spin down) at 0.0343 / -0.1751 hartree.

The geometry in XYZ format:
```
37
Properties=species:S:1:pos:R:3:forces:R:3
C 2.641999 -1.323309 1.009760 0.442 -2.247 0.374
C 3.134064 -0.692285 2.299407 0.252 -0.147 1.148
C 1.158904 -1.402564 0.895505 -1.652 1.087 0.851
C 0.291328 -0.898039 1.837215 0.593 -0.307 -1.121
C 0.289570 -2.034730 -0.063408 0.085 0.802 -0.138
C -1.115930 -1.771950 0.242177 4.154 -1.266 0.783
C 0.649684 -2.864004 -1.086897 -0.221 -1.909 -1.911
C -2.058146 -2.548787 -0.413044 -0.710 0.989 0.764
C -0.335468 -3.536257 -1.831383 -0.233 0.147 0.895
C -1.666002 -3.410128 -1.424188 -0.233 0.589 -0.412
N -1.008695 -1.130778 1.465845 -1.602 0.626 0.018
H 3.197896 -1.014679 0.118293 -0.424 0.327 0.045
H 2.898945 -2.408595 1.137770 0.396 0.582 -0.373
H 4.215131 -0.626835 2.411308 0.236 0.014 -0.620
H 0.586981 -0.427369 2.759065 -0.529 0.255 0.024
H -1.784012 -0.595711 1.846853 0.013 -0.098 0.360
H 1.665206 -3.196481 -1.289876 0.164 0.597 0.183
H -3.065291 -2.394800 -0.039889 -0.247 -0.529 -0.477
H -0.143733 -4.254693 -2.631004 0.376 0.323 0.258
H -2.421557 -3.948834 -1.969226 -0.244 -0.201 -0.018
H 2.884772 -1.331607 3.165487 -0.357 0.187 -0.350
H 2.759895 0.297115 2.542913 -0.263 0.207 -0.307
C -2.704340 2.293522 0.310220 -1.560 0.001 -0.229
C 0.035680 2.334970 -2.266151 0.138 -0.866 -1.145
C -1.228211 2.073251 -1.741916 1.125 1.621 0.488
C 0.960315 3.098338 -1.603871 1.504 1.400 0.171
C -1.482641 2.622915 -0.469649 -0.350 -0.692 -0.140
C 0.659326 3.763213 -0.423787 -0.772 0.319 0.059
C -0.580125 3.499239 0.133035 0.330 -0.996 0.408
H 0.360377 1.935797 -3.245343 -0.476 0.111 0.573
H -1.963239 1.659767 -2.402531 -0.423 -0.678 0.341
H 1.953181 3.310880 -2.022681 -0.460 -0.328 -0.153
H 1.271026 4.556567 0.020127 0.199 -0.687 -0.158
H -3.393176 1.595511 -0.175420 0.244 0.037 -0.386
H -3.291814 3.208918 0.457922 0.100 -0.147 0.342
H -0.804055 3.760229 1.163035 -0.111 0.528 -0.215
H -2.567844 1.802202 1.284324 0.517 0.348 0.067
```
Forces are in eV/Å.

---

# 2
Molecular formula: C17H19N2O3ReS4Sb
Method: DFT, ωB97M-V/def2-TZVPD

As for the frontier orbital gap: 3.64 eV. For the LUMO energy, the calculation gives -12.3012 eV. The total charge is +3. Its spin multiplicity is 1. The calculation puts the HOMO energy at -0.5858 hartree.

The geometry in XYZ format:
```
47
Properties=species:S:1:pos:R:3:forces:R:3
Re -0.459482 0.507541 -2.749470 -0.206 -0.029 -0.232
N -1.921928 3.681757 0.292073 -0.134 0.085 0.002
C -1.758687 2.736548 -0.580608 0.187 -0.515 -0.023
O -0.837203 1.834458 -0.497600 -0.064 0.605 -0.349
C -2.664663 2.521560 -1.749310 -0.078 0.115 0.047
C -1.968052 1.999424 -3.012849 -0.049 -0.125 0.007
H -1.333905 3.782353 1.109694 0.015 0.006 -0.010
H -2.658328 4.367324 0.172127 -0.009 -0.002 0.032
H -3.237587 3.420190 -1.986078 0.035 0.005 -0.056
H -3.385212 1.776744 -1.391800 -0.023 0.007 0.013
H -1.497811 2.806401 -3.567883 -0.043 0.047 -0.074
H -2.711390 1.535499 -3.658247 -0.082 0.055 0.008
S 2.765774 -1.947179 -4.944090 0.251 -0.471 0.431
Sb 1.772241 -0.401893 -6.014498 0.341 0.013 -0.416
S -0.672850 -0.508939 -4.594599 -0.261 0.126 0.791
S 1.236874 1.679696 -2.910428 0.027 -0.247 0.179
S 1.388642 1.037371 -7.525661 -0.177 0.482 -0.379
C 1.477789 -0.632771 4.257196 -0.031 0.071 -0.128
O 1.263050 -0.184370 2.906140 0.172 -0.291 -0.218
C 1.897790 -0.877807 1.915059 -0.033 0.259 0.806
C 2.614126 -2.050899 2.116519 0.088 -0.140 -0.076
C 3.343602 -2.612170 1.074849 -0.068 -0.017 0.253
C 3.367996 -2.012597 -0.171291 -0.071 0.116 -0.137
C 2.623304 -0.861502 -0.375716 -0.129 -0.098 -0.215
C 1.865779 -0.311502 0.647992 -0.137 0.535 -0.617
N 1.164749 0.937359 0.435348 -0.143 -0.549 -0.330
C -0.140313 1.144365 0.806219 0.371 -0.781 0.614
C -0.961273 -0.103235 0.983302 -0.097 0.235 -0.021
C -1.478789 -0.440714 2.219182 -0.057 -0.118 0.104
C -2.219775 -1.611684 2.383814 0.025 0.031 0.012
C -2.474698 -2.449200 1.306375 -0.015 0.002 0.044
C -2.021578 -2.104758 0.042199 -0.064 -0.097 0.112
C -1.296981 -0.936924 -0.087828 0.306 0.223 -0.598
O -1.013694 -0.552126 -1.397756 -0.013 -0.028 0.048
H 0.979458 0.092620 4.892091 0.000 0.002 0.017
H 2.542513 -0.646332 4.485031 0.008 -0.011 0.032
H 1.043856 -1.620841 4.410593 -0.003 -0.009 0.023
H 2.636919 -2.511814 3.092816 0.037 -0.008 -0.013
H 3.922795 -3.507224 1.256667 -0.035 -0.017 0.011
H 3.962229 -2.433012 -0.970760 0.020 0.032 0.019
H 2.648547 -0.366483 -1.342310 0.000 -0.013 0.033
H 1.680904 1.711659 0.050725 0.230 0.201 0.568
H -0.313403 1.848498 1.623413 -0.106 0.311 -0.317
H -1.282465 0.196666 3.070689 0.006 -0.014 -0.002
H -2.599556 -1.866715 3.364332 -0.004 0.010 -0.012
H -3.051056 -3.354083 1.441314 0.016 -0.009 0.011
H -2.238256 -2.711258 -0.826978 -0.004 0.015 0.007
```
Forces are in eV/Å.

---

# 3
Molecular formula: C17H19N3O2
Method: DFT, ωB97M-V/def2-TZVPD

As for the frontier orbital gap: 8.33 eV. The SMILES is CCOc1cc(CNc2ccc3cn[nH]c3c2)ccc1OC. For the LUMO energy, the calculation gives 0.7690 eV. The total charge is 0. Its spin multiplicity is 1. The calculation puts the HOMO energy at -0.2778 hartree.

The geometry in XYZ format:
```
41
Properties=species:S:1:pos:R:3:forces:R:3
C -3.202391 -2.367707 -4.270388 0.376 -0.071 0.187
C -1.695754 -2.585938 -4.156797 -0.249 0.151 -0.370
O -1.305440 -3.052654 -2.883860 0.061 -0.020 0.397
C -1.288211 -2.197324 -1.824504 0.086 -0.253 0.107
C -1.470461 -0.827095 -1.885105 -0.010 -0.109 -0.087
C -1.417067 -0.039419 -0.737201 -0.098 0.032 0.151
C -1.551004 1.460869 -0.840201 0.060 -0.187 0.046
N -0.257413 2.119695 -0.771787 0.041 0.231 -0.533
C 0.431405 2.304158 0.413340 0.508 0.128 0.133
C -0.245642 2.643360 1.609014 -0.280 -0.026 0.056
C 0.420814 2.910289 2.775608 0.158 -0.060 -0.085
C 1.816599 2.854277 2.779286 0.199 -0.128 -0.530
C 2.855891 3.050718 3.723331 0.182 -0.062 -0.210
N 4.029294 2.870744 3.173907 0.457 0.120 0.538
N 3.817319 2.558819 1.882271 -0.174 -0.054 -0.239
C 2.494780 2.531030 1.578623 -0.352 0.137 0.532
C 1.819184 2.249315 0.399616 -0.241 -0.077 -0.170
C -1.164603 -0.641053 0.481113 -0.084 0.122 -0.127
C -0.971716 -2.012748 0.562002 0.034 -0.244 -0.032
C -1.031124 -2.802358 -0.572697 -0.030 -0.082 -0.195
O -0.861000 -4.153868 -0.600792 -0.080 0.314 -0.280
C -0.596146 -4.817023 0.609003 0.043 -0.088 0.215
H -3.454623 -2.064561 -5.282987 -0.053 0.046 -0.107
H -3.723939 -3.292231 -4.036848 -0.071 -0.073 -0.003
H -3.537877 -1.600824 -3.576472 -0.078 0.067 0.010
H -1.148049 -1.672865 -4.424450 0.009 -0.118 0.025
H -1.385701 -3.381697 -4.839943 0.010 0.170 0.056
H -1.661076 -0.342618 -2.830653 -0.051 -0.004 -0.139
H -2.005763 1.735873 -1.796629 -0.061 -0.023 0.148
H -2.186565 1.841051 -0.040409 -0.021 0.021 -0.133
H 0.351365 1.819642 -1.523309 -0.085 0.035 0.123
H -1.322602 2.707220 1.598848 -0.089 0.016 0.005
H -0.119796 3.165281 3.674835 -0.099 0.025 0.052
H 2.775873 3.311625 4.759916 0.050 0.057 0.233
H 4.600745 2.376941 1.278133 -0.097 0.035 0.133
H 2.354034 1.998429 -0.505384 0.011 -0.046 -0.117
H -1.110499 -0.044898 1.379087 -0.002 0.060 0.106
H -0.777485 -2.454296 1.526141 0.025 -0.108 0.068
H 0.334946 -4.466511 1.067155 -0.045 -0.003 -0.011
H -1.417994 -4.698568 1.323467 0.041 0.008 -0.023
H -0.494690 -5.869820 0.350088 0.002 0.062 0.070
```
Forces are in eV/Å.

---

Relative energy (zero: lowest compared OMol25 entry of this formula, charge and spin) list, top to bottom, in kcal per mole: 16.00 74.89 68.29
DFT total energy list, top to bottom, in Ha: -713.87441 -2904.61813 -973.92045
Largest force on an atom list, top to bottom, in eV/A: 4.41 1.06 0.72